# 1
The following is a quantum chemistry calculation of a structure of composition C55H46I2N3O6P2RbS2, from the Open Molecules 2025 dataset.

Positions of all 117 atoms, in Å:
Rb (0.3520, 0.9028, 1.0079)
O (2.7178, 0.3739, -2.1589)
S (1.7996, -0.5805, -1.4913)
C (2.7992, -2.0269, -1.0714)
C (4.0497, -2.1167, -1.6626)
C (4.8197, -3.2460, -1.4338)
C (4.3374, -4.2666, -0.6244)
C (3.1081, -4.1350, 0.0002)
C (2.3292, -2.9951, -0.1914)
P (0.7761, -2.6500, 0.6991)
C (-0.1791, -4.1718, 0.3611)
C (-0.4588, -5.1557, 1.3077)
C (-1.2480, -6.2513, 0.9767)
C (-1.7524, -6.3867, -0.3075)
C (-1.4565, -5.4246, -1.2643)
C (-0.6817, -4.3267, -0.9310)
C (1.2741, -2.7762, 2.4511)
C (0.2834, -2.7517, 3.4333)
C (0.6137, -2.8225, 4.7774)
C (1.9452, -2.8688, 5.1659)
C (2.9394, -2.8126, 4.2016)
C (2.6089, -2.7680, 2.8550)
C (0.8062, -1.3764, -2.7845)
C (1.4155, -2.2343, -3.6944)
C (0.6731, -2.8399, -4.6911)
C (-0.6894, -2.5862, -4.7846)
C (-1.2886, -1.7108, -3.8982)
C (-0.5548, -1.0805, -2.8880)
P (-1.3720, 0.1529, -1.7894)
C (-1.4611, 1.5925, -2.9072)
C (-0.8485, 1.6677, -4.1543)
C (-0.9066, 2.8421, -4.8930)
C (-1.5862, 3.9468, -4.4031)
C (-2.1999, 3.8800, -3.1598)
C (-2.1215, 2.7166, -2.4140)
C (-3.0825, -0.4918, -1.7939)
C (-4.1894, 0.2108, -2.2585)
C (-5.4611, -0.3401, -2.1617)
C (-5.6402, -1.6012, -1.6161)
C (-4.5384, -2.3104, -1.1541)
C (-3.2734, -1.7524, -1.2285)
H (4.3944, -1.2970, -2.2805)
H (5.7972, -3.3344, -1.8906)
H (4.9331, -5.1552, -0.4598)
H (2.7537, -4.9107, 0.6697)
H (-0.0543, -5.0741, 2.3076)
H (-1.4552, -7.0040, 1.7271)
H (-2.3630, -7.2426, -0.5655)
H (-1.8341, -5.5246, -2.2745)
H (-0.4645, -3.5842, -1.6922)
H (-0.7591, -2.6673, 3.1567)
H (-0.1751, -2.8237, 5.5201)
H (2.2053, -2.9256, 6.2158)
H (3.9827, -2.8041, 4.4901)
H (3.4018, -2.6997, 2.1248)
H (2.4739, -2.4411, -3.6156)
H (1.1538, -3.5138, -5.3883)
H (-1.2814, -3.0604, -5.5570)
H (-2.3461, -1.4988, -3.9892)
H (-0.3084, 0.8210, -4.5568)
H (-0.4115, 2.8893, -5.8546)
H (-1.6296, 4.8608, -4.9816)
H (-2.7211, 4.7399, -2.7573)
H (-2.5699, 2.6957, -1.4260)
H (-4.0661, 1.1867, -2.7107)
H (-6.3124, 0.2203, -2.5272)
H (-6.6320, -2.0303, -1.5521)
H (-4.6586, -3.3021, -0.7343)
H (-2.4244, -2.3044, -0.8431)
O (0.8256, 5.7246, 2.4410)
C (1.1222, 4.3861, 2.2986)
O (0.0238, 3.5323, 2.5047)
C (2.3362, 3.9256, 1.9275)
C (3.4188, 4.8704, 1.6861)
C (4.5851, 4.4461, 1.1574)
C (4.7855, 3.0653, 0.8664)
C (3.7566, 2.2164, 1.2144)
N (2.5875, 2.5659, 1.7508)
C (3.8800, 0.7224, 1.0208)
O (5.0667, 0.2419, 0.6147)
O (2.9725, -0.0470, 1.2257)
H (0.6978, 5.9203, 3.3783)
H (3.2552, 5.9172, 1.8991)
H (5.3712, 5.1617, 0.9475)
H (5.7027, 2.7522, 0.3861)
H (5.6857, 0.9796, 0.5354)
I (1.7020, 1.2093, 4.1846)
C (0.7091, 0.5226, 5.9207)
I (-1.4237, 0.5082, 5.7608)
H (0.9391, 1.1676, 6.7598)
H (0.9925, -0.5009, 6.1280)
S (-3.0006, 4.8448, 0.4613)
C (-3.4421, 4.1874, 1.9775)
C (-2.3644, 3.7238, 2.6648)
C (-1.1549, 3.8934, 1.9341)
C (-1.3364, 4.4626, 0.7008)
C (-0.3192, 4.6568, -0.3408)
C (-0.1929, 5.8591, -1.0263)
C (0.7763, 5.9569, -2.0132)
C (1.5865, 4.8645, -2.2671)
C (1.4006, 3.7104, -1.5163)
N (0.4655, 3.6004, -0.5824)
H (-4.4700, 4.1992, 2.3015)
H (-2.3896, 3.2911, 3.6545)
H (-0.8239, 6.6988, -0.7690)
H (0.9010, 6.8786, -2.5675)
H (2.3584, 4.8932, -3.0239)
H (2.0286, 2.8375, -1.6745)
C (-4.0720, -0.0609, 1.9388)
C (-2.9976, -1.1126, 1.8595)
N (-3.3736, -2.3911, 2.1278)
O (-1.8430, -0.8295, 1.5824)
H (-5.0819, -0.4677, 1.9306)
H (-3.9437, 0.6171, 1.0955)
H (-3.9227, 0.5130, 2.8548)
H (-4.3476, -2.6272, 2.1866)
H (-2.7201, -3.1319, 1.9214)

Forces on the atoms, in the same order (eV/Å):
Rb -0.368 0.264 0.251
O 0.202 0.208 -0.274
S -0.077 -0.200 0.104
C 0.082 0.053 -0.100
C -0.016 -0.040 0.046
C 0.017 0.031 -0.038
C 0.011 -0.035 0.020
C -0.071 0.006 0.058
C 0.116 -0.059 -0.139
P -0.203 0.351 -0.143
C 0.106 -0.193 0.246
C -0.038 0.013 -0.027
C 0.005 0.003 0.017
C -0.004 -0.043 0.018
C -0.026 -0.026 -0.051
C -0.055 0.021 -0.091
C 0.162 -0.022 -0.030
C -0.031 -0.027 0.059
C -0.041 -0.001 0.000
C 0.006 0.019 0.028
C 0.000 -0.018 -0.005
C -0.019 0.005 0.029
C -0.021 -0.023 0.002
C 0.047 -0.067 -0.026
C 0.014 -0.001 -0.003
C -0.002 0.000 -0.014
C -0.009 0.032 0.025
C -0.092 -0.050 -0.059
P 0.222 -0.011 -0.076
C -0.024 -0.023 -0.021
C 0.014 0.011 -0.005
C 0.006 0.028 -0.003
C 0.011 -0.010 -0.036
C -0.003 0.011 0.005
C -0.004 0.094 0.023
C -0.052 0.026 -0.030
C 0.012 -0.004 -0.043
C -0.049 0.020 -0.008
C -0.027 -0.018 0.019
C 0.001 -0.027 -0.003
C -0.046 -0.014 0.032
H 0.009 -0.011 -0.017
H 0.000 0.011 -0.001
H 0.000 0.000 0.002
H 0.000 -0.005 -0.008
H 0.002 0.022 0.034
H -0.009 -0.009 -0.012
H -0.004 0.005 0.000
H -0.002 -0.003 0.005
H 0.011 0.038 0.012
H -0.042 0.003 -0.063
H 0.003 0.002 -0.003
H 0.003 0.005 0.000
H -0.008 0.005 0.023
H -0.003 -0.013 -0.030
H 0.002 0.003 0.014
H 0.005 0.002 0.003
H 0.000 -0.001 0.001
H -0.014 -0.005 -0.017
H -0.004 -0.028 0.021
H -0.009 0.014 -0.007
H 0.007 -0.003 -0.002
H 0.008 0.001 -0.010
H 0.019 -0.030 0.008
H -0.010 -0.041 0.014
H -0.007 -0.010 0.002
H 0.000 -0.006 -0.006
H -0.021 0.002 0.003
H 0.055 -0.007 0.013
O -0.015 -0.041 0.031
C 0.096 -0.096 -0.120
O 0.089 -0.104 0.154
C -0.111 0.226 0.018
C 0.128 0.033 -0.004
C -0.046 0.117 0.026
C -0.131 -0.106 0.074
C 0.165 -0.213 -0.064
N -0.053 0.139 -0.025
C 0.138 0.303 0.019
O -0.052 -0.013 0.041
O 0.070 -0.258 -0.123
H 0.037 0.011 -0.003
H -0.022 -0.014 0.015
H 0.010 -0.012 0.000
H -0.013 -0.028 -0.023
H -0.001 -0.021 0.017
I 0.100 0.066 0.165
C -0.077 -0.079 0.168
I 0.038 -0.016 -0.059
H 0.012 0.014 -0.021
H 0.023 -0.001 -0.004
S 0.023 -0.051 -0.033
C 0.016 -0.024 0.129
C -0.067 0.020 -0.104
C -0.064 0.118 -0.129
C -0.048 -0.139 0.188
C 0.080 0.105 -0.013
C 0.107 -0.053 -0.024
C -0.036 -0.012 0.021
C 0.041 -0.036 -0.010
C 0.070 0.030 -0.075
N -0.159 -0.120 0.002
H -0.011 0.026 -0.032
H -0.018 0.003 0.020
H -0.021 0.002 0.004
H 0.007 0.003 -0.001
H -0.002 0.026 0.000
H -0.011 0.005 -0.025
C 0.026 0.047 0.024
C 0.006 -0.027 -0.103
N 0.002 0.020 -0.029
O -0.095 -0.061 0.134
H 0.003 -0.031 0.003
H -0.009 -0.002 0.006
H 0.005 0.020 -0.004
H 0.006 -0.012 0.009
H 0.018 0.010 0.026

2S+1	1
relative energy (zero: lowest compared OMol25 entry of this formula, charge and spin)	78.59	kJ/mol
Kohn-Sham gap	5.31	eV
DFT total energy	-131642.7892	eV
charge	0



# 2
The following is a quantum chemistry calculation of a structure of composition C6H12F18KO6P3 at a distorted geometry, from the Open Molecules 2025 dataset.

Positions of all 46 atoms, in Å:
K (-0.0876, -0.6990, 0.3028)
P (2.0588, 2.3804, -0.5116)
F (1.5089, 3.8217, -1.0861)
F (3.3799, 3.1464, 0.0298)
F (1.2839, 2.6745, 0.8747)
F (2.5557, 0.9714, 0.0872)
F (0.7055, 1.6896, -1.0858)
F (2.8268, 2.0691, -1.9043)
P (1.1183, -0.0171, 4.0281)
F (1.1834, -1.6287, 4.1259)
F (2.2157, -0.0386, 2.8530)
F (-0.0754, -0.1489, 2.9045)
F (1.0181, 1.5822, 3.9284)
F (-0.0019, 0.0023, 5.1949)
F (2.2823, 0.1176, 5.1395)
P (-1.2394, -4.0977, 0.7821)
F (-2.1809, -3.2645, 1.8022)
F (-1.0693, -5.2721, 1.8942)
F (-2.5244, -4.8386, 0.1975)
F (-0.3005, -4.8983, -0.2540)
F (-1.3911, -2.8781, -0.2978)
F (0.0747, -3.3526, 1.4068)
C (-2.2577, 2.1635, 3.3431)
O (-2.6431, 2.8900, 2.1450)
C (-2.2192, 2.3690, 1.0121)
O (-1.5854, 1.3531, 0.8773)
O (-2.6316, 3.1615, 0.0103)
C (-2.0253, 2.9104, -1.2427)
H (-2.2639, 1.0950, 3.1684)
H (-2.9418, 2.4960, 4.1138)
H (-1.2394, 2.4585, 3.5816)
H (-2.5753, 3.4724, -2.0010)
H (-2.0567, 1.8521, -1.4988)
H (-0.9930, 3.2588, -1.2901)
C (1.0604, 0.8092, -4.2316)
O (1.1828, -0.5629, -4.6003)
C (0.9205, -1.4117, -3.6090)
O (0.4190, -1.1283, -2.5561)
O (1.2640, -2.6449, -3.9808)
C (1.0623, -3.6612, -2.9999)
H (1.8600, 1.1242, -3.5552)
H (0.1305, 1.0362, -3.7171)
H (1.1946, 1.3972, -5.1375)
H (1.1464, -3.2829, -1.9822)
H (1.8051, -4.4241, -3.1993)
H (0.0452, -4.0523, -3.0617)

Forces on the atoms, in the same order (eV/Å):
K 0.430 0.138 0.207
P 0.009 1.086 1.113
F 0.150 -0.351 -0.324
F -0.081 -0.309 -0.031
F 0.078 0.069 -0.097
F 0.024 -0.123 -0.302
F -0.003 -0.459 -0.374
F -0.120 0.093 -0.179
P 0.054 -0.465 -0.084
F 0.021 0.059 0.041
F 0.027 -0.020 -0.121
F 0.020 -0.016 0.070
F -0.044 0.429 -0.055
F -0.294 0.003 0.187
F 0.162 -0.018 0.155
P 0.380 0.081 1.612
F 0.016 0.020 -0.098
F 0.041 0.061 -0.302
F -0.493 -0.115 -0.509
F 0.203 -0.062 -0.231
F -0.078 -0.138 -0.332
F -0.182 0.004 -0.437
C 0.486 0.386 -0.365
O -0.296 -0.116 0.356
C 0.249 -0.113 -0.328
O -0.384 0.240 -0.029
O -0.054 0.217 0.333
C 0.254 0.001 -0.998
H -0.160 -0.107 0.069
H -0.130 -0.111 0.042
H 0.068 -0.128 0.143
H -0.245 -0.033 0.267
H 0.040 -0.014 0.087
H -0.022 -0.143 0.357
C 0.546 0.948 0.303
O 0.094 -0.279 -0.005
C -0.227 -0.274 -0.018
O -0.039 0.236 0.328
O 0.249 0.323 -0.317
C -0.503 -0.118 0.536
H -0.103 -0.374 0.009
H -0.181 -0.165 -0.207
H -0.318 -0.199 -0.142
H 0.274 0.070 -0.124
H -0.028 -0.110 -0.010
H 0.107 -0.106 -0.196

2S+1	1
Kohn-Sham gap	10.57	eV
DFT total energy	-111833.3707	eV
charge	-2



Q: The highest DFT total energy belongs to which entry?
A: C6H12F18KO6P3